The following is a DFT calculation (ωB97M-V/def2-TZVPD) of a 7-piece molecular cluster, C41H41Cl2INO2 overall.

Output
LUMO   2.339 eV
Total charge   -1
HOMO-LUMO gap   7.616 eV
E_tot   -81913.83469 eV
HOMO energy   -5.3 eV

Last column: Mulliken charge in e.
Atoms and positions in Å:
C  3.0914  2.4809  2.0066  -1.057
C  2.7112  1.1942  1.3367  0.451
Cl  4.0026  0.3968  0.4885  -0.333
C  1.4824  0.6782  1.3409  0.115
Cl  1.1627  -0.8034  0.4768  -0.212
C  0.2661  1.2650  1.9968  0.074
N  0.5273  1.7724  3.3463  -0.747
I  0.8763  0.2520  4.6936  0.073
C  -0.3957  2.4073  1.1470  0.219
O  -1.5680  2.1736  0.8096  -0.750
O  0.3102  3.4105  0.9254  -0.722
H  4.1795  2.5633  2.0073  0.414
H  2.7558  2.5122  3.0360  0.240
H  2.6977  3.3235  1.4417  0.225
H  -0.4820  0.4728  2.0436  0.546
H  -0.3005  2.2503  3.6832  0.389
C  -2.7507  2.0835  -3.2797  -0.524
C  -1.7989  1.7178  -2.3369  -0.213
C  -1.0709  0.5477  -2.5159  0.051
C  -1.2908  -0.2464  -3.6341  -0.663
C  -2.2419  0.1238  -4.5774  -0.306
C  -2.9743  1.2884  -4.3983  -0.767
H  -3.3219  2.9935  -3.1409  0.434
H  -1.6290  2.3296  -1.4590  0.358
H  -0.3326  0.2535  -1.7801  0.224
H  -0.7191  -1.1565  -3.7719  0.378
H  -2.4116  -0.4956  -5.4506  0.558
H  -3.7194  1.5785  -5.1308  0.457
C  -6.0221  -2.2372  -6.7146  -0.423
C  -5.8880  -3.3980  -7.4642  -0.339
C  -5.0002  -4.3853  -7.0608  -0.371
C  -4.2514  -4.2140  -5.9042  -0.369
C  -4.3874  -3.0546  -5.1536  -0.410
C  -5.2708  -2.0644  -5.5604  -0.331
H  -6.7124  -1.4654  -7.0306  0.361
H  -6.4754  -3.5327  -8.3638  0.351
H  -4.8911  -5.2885  -7.6479  0.351
H  -3.5604  -4.9849  -5.5877  0.363
H  -3.8040  -2.9193  -4.2519  0.404
H  -5.3705  -1.1580  -4.9771  0.410
C  -1.0943  6.2415  -6.7050  -0.323
C  -1.2794  5.2049  -5.8002  -0.513
C  -1.3294  3.8921  -6.2478  -0.136
C  -1.1865  3.6168  -7.6008  -0.505
C  -0.9991  4.6525  -8.5063  -0.320
C  -0.9558  5.9658  -8.0587  -0.416
H  -1.0568  7.2653  -6.3547  0.358
H  -1.3838  5.4176  -4.7439  0.403
H  -1.4767  3.0865  -5.5423  0.375
H  -1.2214  2.5919  -7.9484  0.373
H  -0.8861  4.4363  -9.5615  0.351
H  -0.8127  6.7745  -8.7646  0.345
C  -1.5731  -4.5665  7.3678  -0.371
C  -1.2004  -3.2567  7.6366  -0.475
C  -0.1022  -2.7026  6.9953  0.269
C  0.6200  -3.4549  6.0792  -0.468
C  0.2463  -4.7634  5.8085  -0.423
C  -0.8485  -5.3204  6.4550  -0.401
H  -2.4300  -4.9992  7.8684  0.355
H  -1.7669  -2.6649  8.3448  0.407
H  0.1879  -1.6812  7.2085  -0.004
H  1.4732  -3.0200  5.5739  0.368
H  0.8075  -5.3483  5.0913  0.360
H  -1.1389  -6.3421  6.2451  0.345
C  6.1958  -2.7159  -1.3411  -0.417
C  6.5998  -1.4559  -0.9233  0.427
C  7.9299  -1.0791  -1.0442  -0.554
C  8.8553  -1.9594  -1.5885  -0.331
C  8.4505  -3.2188  -2.0086  -0.408
C  7.1211  -3.5980  -1.8823  -0.315
H  5.1581  -3.0079  -1.2438  0.407
H  5.8751  -0.7707  -0.5033  -0.088
H  8.2447  -0.0975  -0.7136  0.368
H  9.8923  -1.6634  -1.6857  0.354
H  9.1715  -3.9052  -2.4349  0.341
H  6.8056  -4.5816  -2.2065  0.355
C  0.5883  0.8427  8.6401  -0.451
C  -0.2220  0.2797  9.6158  -0.339
C  -1.3361  0.9699  10.0751  -0.464
C  -1.6406  2.2194  9.5538  -0.352
C  -0.8299  2.7809  8.5758  -0.462
C  0.2858  2.0936  8.1208  -0.449
H  1.4571  0.3060  8.2796  0.519
H  0.0135  -0.6985  10.0169  0.443
H  -1.9675  0.5329  10.8384  0.358
H  -2.5120  2.7555  9.9077  0.355
H  -1.0702  3.7532  8.1657  0.370
H  0.9183  2.5278  7.3581  0.471

Force components x, y, z for each atom (eV/Å):
0.832 -0.013 -0.264
-0.478 0.159 0.290
-0.016 0.040 0.000
0.431 -0.031 -0.078
-0.102 0.009 0.027
-0.445 -0.627 0.298
0.412 0.198 -0.056
-0.057 0.017 -0.030
0.079 0.779 -0.273
-0.145 -0.135 0.014
0.030 -0.273 0.108
0.008 -0.038 0.022
-0.268 0.096 -0.026
-0.277 0.011 0.149
-0.002 -0.040 -0.134
-0.116 -0.079 -0.024
0.001 -0.050 -0.024
0.018 0.108 -0.011
0.015 -0.047 -0.058
0.006 0.029 0.024
0.000 -0.065 -0.059
-0.081 -0.007 0.043
-0.003 0.003 0.007
-0.031 -0.065 0.079
-0.035 0.046 0.016
0.004 0.001 -0.003
-0.009 -0.004 0.006
0.012 0.002 -0.008
0.002 -0.006 0.000
-0.004 0.004 -0.011
0.001 -0.007 0.004
-0.009 -0.002 -0.010
0.027 -0.012 0.028
-0.026 0.026 0.003
-0.002 0.004 -0.002
0.004 0.003 -0.007
-0.004 -0.005 0.001
0.006 0.000 0.002
0.011 0.029 -0.005
0.024 0.001 0.011
-0.008 -0.002 -0.003
-0.016 0.030 -0.003
0.047 -0.004 -0.016
-0.011 0.023 -0.013
-0.009 -0.009 -0.009
0.004 0.007 0.000
0.003 0.003 0.003
0.006 -0.012 0.007
0.027 -0.011 0.018
0.003 -0.007 0.006
-0.003 0.001 -0.003
0.007 0.001 -0.001
0.002 -0.007 0.001
-0.009 0.000 0.035
0.044 0.004 0.009
0.027 0.007 0.024
0.002 -0.015 0.006
-0.003 0.001 0.002
-0.007 -0.001 -0.001
0.001 0.015 -0.005
-0.043 0.016 -0.011
-0.010 0.002 -0.023
0.001 0.001 -0.008
-0.007 -0.001 -0.009
-0.003 -0.031 -0.011
-0.019 0.031 0.014
0.013 -0.009 -0.010
-0.001 0.005 0.004
0.008 -0.010 -0.002
-0.001 0.006 0.000
-0.006 0.014 0.006
0.154 -0.095 -0.065
-0.008 0.008 -0.005
0.004 -0.001 0.000
0.003 -0.004 0.003
-0.002 -0.001 -0.007
0.012 -0.007 0.020
0.004 -0.010 0.007
-0.011 0.000 -0.003
0.000 -0.006 -0.001
-0.004 -0.006 0.032
0.017 0.036 0.017
0.004 0.006 -0.013
0.004 -0.003 0.001
-0.008 -0.007 -0.004
-0.006 0.002 -0.002
0.000 0.004 -0.005
-0.015 -0.023 -0.032